## P
C4H10NO | wB97M-V/def2-TZVPD

The multiplicity is 1. The net charge is +1. As for the HOMO energy (alpha / beta): -14.64 / -14.64 eV.

Each line ends with the Löwdin charge.
Atoms and positions in Å:
C 0.721 -1.510 0.227  -0.04
C 0.335 -0.152 -1.833  -0.05
C -0.771 1.321 1.800  0.02
C -0.188 -0.767 -0.617  -0.07
N -0.219 1.180 0.533  -0.09
O 0.142 1.957 -0.286  0.12
H 1.604 -1.000 0.131  0.08
H 0.284 -1.594 1.141  0.05
H 0.576 -2.622 -0.115  0.18
H 0.631 0.899 -1.628  0.09
H -0.274 -0.186 -2.667  0.07
H 1.399 -0.456 -2.198  0.15
H -1.804 0.756 1.727  0.18
H -1.107 2.262 2.008  0.08
H -0.128 0.702 2.343  0.10
H -1.200 -0.792 -0.567  0.10



## Q
C4H10NO | wB97M-V/def2-TZVPD

The multiplicity is 1. The net charge is +1. As for the HOMO energy: -14.32 eV.

Each line ends with the Löwdin charge.
Atoms and positions in Å:
C 2.709 0.233 0.143  -0.09
C -0.554 -0.164 -0.212  -0.31
C -0.845 -1.518 0.215  0.01
C -1.268 0.902 0.556  0.02
N 0.186 0.104 -1.273  0.23
O 1.851 -0.539 0.452  -0.01
H 3.141 0.284 -0.815  0.07
H 3.154 1.013 0.798  0.11
H -1.003 -1.405 1.291  0.11
H -0.125 -2.223 -0.047  0.08
H -1.907 -1.754 -0.247  0.18
H -0.995 1.982 0.196  0.15
H -1.269 0.855 1.571  0.07
H -2.280 0.827 0.395  0.08
H 0.298 0.983 -1.756  0.15
H 0.594 -0.467 -1.974  0.15



## R
C4H10NO | wB97M-V/def2-TZVPD

The multiplicity is 1. The net charge is +1. The structure (SMILES) is CC1(C)[NH2+][C@@H]1O. As for the HOMO energy: -16.09 eV.

Each line ends with the Löwdin charge.
Atoms and positions in Å:
C -0.425 1.434 0.651  0.00
C -0.248 0.144 -0.082  -0.40
C -1.503 -0.602 -0.537  0.01
N 0.622 -0.881 0.699  0.19
C 1.042 -0.234 -0.640  -0.26
O 2.182 0.464 -0.592  0.14
H -1.373 1.388 1.200  0.10
H -0.495 2.373 -0.033  0.15
H 0.489 1.705 1.176  0.09
H -1.338 -1.141 -1.466  0.09
H -2.260 0.119 -0.830  0.10
H -1.843 -1.296 0.250  0.11
H 0.204 -1.783 0.548  0.15
H 1.139 -0.512 1.555  0.22
H 0.897 -1.126 -1.437  0.22
H 2.912 -0.051 -0.462  0.09



Relative stability in kJ/mol, measured from the most stable structure: P 398.1; Q 22.8; R 0.0



## P
C4H10NO | wB97M-V/def2-TZVPD

The multiplicity is 1. The net charge is +1. As for the HOMO energy: -14.38 eV.

Each line ends with the Löwdin charge.
Atoms and positions in Å:
C 2.246 0.730 1.309  -0.08
C 0.884 0.592 0.693  -0.08
C 0.465 -0.599 0.312  -0.07
N -0.872 -0.751 -0.228  0.06
C -1.262 -1.912 -0.562  0.16
H 2.482 -0.152 1.925  0.09
H 3.065 0.871 0.608  0.09
H 2.312 1.453 2.126  0.09
H 0.374 1.549 0.688  0.13
H 0.991 -1.537 0.388  0.13
H -1.266 0.135 -0.594  0.11
H -2.198 -2.116 -1.070  0.12
H -0.759 -2.810 -0.219  0.12
H -1.443 1.847 -2.095  0.07
H -2.935 1.493 -1.486  0.07
O -2.083 1.206 -1.793  -0.02



## Q
C4H10NO | wB97M-V/def2-TZVPD

The multiplicity is 1. The net charge is +1. As for the HOMO energy: -12.47 eV.

Each line ends with the Löwdin charge.
Atoms and positions in Å:
O 1.056 0.723 -0.398  0.20
C 0.004 0.464 0.222  -0.14
C -0.852 -0.626 -0.028  0.22
C -2.020 -0.776 0.876  -0.15
C -3.449 -0.419 0.298  0.00
N 5.145 0.935 -0.853  -0.04
H -0.114 0.910 1.230  0.16
H -0.689 -1.200 -0.871  0.14
H -1.749 -0.172 1.724  0.10
H -2.114 -1.794 1.314  0.17
H -3.249 0.526 -0.238  0.09
H -3.673 -1.160 -0.499  0.10
H -4.292 -0.278 0.991  0.11
H 4.561 0.545 -1.585  -0.02
H 6.087 0.434 -0.947  0.04
H 5.347 1.888 -1.237  0.02



## R
C4H10NO | wB97M-V/def2-TZVPD

The multiplicity is 1. The net charge is +1. As for the HOMO energy: -14.42 eV.

Each line ends with the Löwdin charge.
Atoms and positions in Å:
C 1.269 -0.969 -1.487  -0.02
C 0.123 -0.020 -1.092  -0.28
C -0.820 0.658 -1.824  0.14
C -0.462 -1.054 1.002  0.22
N -0.216 0.048 0.320  0.05
H 1.103 -2.025 -1.206  0.08
H 1.263 -1.092 -2.594  0.11
H 2.236 -0.642 -1.165  0.08
H -1.493 1.380 -1.284  0.10
H -0.831 0.848 -2.861  0.07
H -0.363 -0.891 2.066  0.11
H -0.354 -1.994 0.561  0.10
H -0.819 0.874 0.529  0.16
H -0.590 2.279 3.199  0.06
H 0.385 1.124 3.139  0.08
O -0.432 1.476 2.697  -0.06



## S
C4H10NO | wB97M-V/def2-TZVPD

The multiplicity is 1. The net charge is +1. As for the HOMO energy (alpha / beta): -13.45 / -13.45 eV.

Each line ends with the Löwdin charge.
Atoms and positions in Å:
C -1.100 2.166 -0.111  0.07
C -0.967 0.976 0.464  -0.21
C -0.987 -1.463 0.141  -0.04
C 1.746 -0.336 0.171  0.05
N -0.455 -0.140 -0.192  -0.10
O 2.171 0.881 0.167  0.11
H -1.519 2.992 0.429  0.07
H -0.829 2.345 -1.139  0.07
H -1.253 0.797 1.490  0.13
H -0.202 -2.138 0.475  0.08
H -1.725 -1.380 0.935  0.10
H -1.469 -1.907 -0.728  0.10
H 1.899 -1.010 -0.664  0.13
H 1.593 -0.740 1.165  0.13
H -0.380 0.008 -1.196  0.15
H 2.478 1.237 -0.686  0.16



Relative stability in kJ/mol, measured from the most stable structure: P 0.0; Q 349.1; R 104.1; S 96.2



## P
C4H10NO | wB97M-V/def2-TZVPD

The multiplicity is 1. The net charge is +1. As for the HOMO energy: -14.41 eV.

Each line ends with the Löwdin charge.
Atoms and positions in Å:
C 0.661 1.758 -0.256  -0.02
C 1.135 0.420 0.231  -0.32
C 2.298 -0.115 -0.124  0.13
C -1.049 -0.365 0.958  0.17
N 0.229 -0.454 0.933  0.09
H -0.041 1.632 -1.085  0.10
H 1.522 2.343 -0.579  0.10
H 0.155 2.317 0.527  0.09
H 2.661 -1.090 0.161  0.09
H 2.953 0.398 -0.810  0.09
H -1.546 -0.828 1.805  0.13
H -1.564 0.115 0.149  0.10
H 0.677 -0.957 1.694  0.18
H -2.457 -1.836 -1.933  0.06
H -3.279 -1.679 -0.674  0.08
O -2.355 -1.660 -0.997  -0.06



## Q
C4H10NO | wB97M-V/def2-TZVPD

The multiplicity is 1. The net charge is +1. As for the HOMO energy: -13.12 eV.

Each line ends with the Löwdin charge.
Atoms and positions in Å:
C -1.107 -0.481 -0.901  0.07
C 0.212 -0.407 -1.050  -0.39
O 1.045 -0.196 0.081  -0.02
C 0.947 -0.490 -2.353  -0.02
H -1.659 -0.832 -1.758  0.08
H -1.581 -0.243 0.030  0.04
H 1.943 -0.140 -0.245  0.12
H 0.298 -1.003 -3.056  0.09
H 1.188 0.507 -2.724  0.10
H 1.897 -1.019 -2.256  0.09
C -0.857 0.344 2.766  0.15
N -0.268 1.119 1.953  0.18
H -1.259 0.655 3.722  0.13
H -0.883 -0.703 2.471  0.12
H 0.342 0.780 1.129  0.11
H -0.258 2.110 2.190  0.16



Relative stability in kJ/mol, measured from the most stable structure: P 0.0; Q 5.0



## P
C2H2N2O | wB97M-V/def2-TZVPD

The multiplicity is 1. The net charge is 0. As for the HOMO energy (alpha / beta): -9.10 / -9.97 eV.

Each line ends with the Löwdin charge.
Atoms and positions in Å:
C 1.617 0.018 -0.027  -0.19
C 0.269 0.040 0.548  -0.12
N 2.640 -0.374 -0.393  0.15
N -1.821 0.049 -0.230  0.07
O -0.546 0.251 -0.428  -0.12
H 0.221 -0.205 1.624  0.14
H -2.380 0.220 -1.094  0.07



## Q
C2H2N2O | wB97M-V/def2-TZVPD

The multiplicity is 1. The net charge is 0. As for the HOMO energy: -9.51 eV.

Each line ends with the Löwdin charge.
Atoms and positions in Å:
C -1.849 0.026 -0.098  -0.23
C -0.669 0.692 -0.214  -0.06
N -2.794 -0.613 0.099  0.18
N 0.568 0.579 -0.168  0.07
O 1.788 -0.664 -0.065  -0.10
H 1.352 1.341 -0.011  0.20
H 1.603 -1.361 0.457  -0.05



## R
C2H2N2O | wB97M-V/def2-TZVPD

The multiplicity is 1. The net charge is 0. The structure (SMILES) is N=C=O.C#N. As for the HOMO energy: -11.63 eV.

Each line ends with the Löwdin charge.
Atoms and positions in Å:
N 0.933 -0.700 0.020  0.14
C 1.603 0.279 -0.291  -0.37
O 2.132 1.267 -0.608  0.18
H 1.423 -1.538 0.307  0.09
C -2.036 0.194 0.189  -0.11
N -2.596 1.204 0.254  0.05
H -1.459 -0.707 0.129  0.02



Relative stability in kJ/mol, measured from the most stable structure: P 434.3; Q 446.5; R 0.0



## P
C3H4P2 | wB97M-V/def2-TZVPD

The multiplicity is 1. The net charge is 0. The structure (SMILES) is P1[C@@H]2[C@H]3PC123. As for the HOMO energy: -8.53 eV.

Each line ends with the Löwdin charge.
Atoms and positions in Å:
P -1.816 0.252 0.348  0.91
C -0.549 -0.767 -0.364  -0.51
C 0.686 -0.415 0.721  -0.44
P 1.680 0.488 -0.467  0.90
C -0.076 0.624 -0.047  -0.78
H -2.224 0.652 -0.822  -0.14
H -0.602 -1.489 -1.263  0.11
H 0.881 -0.929 1.579  0.04
H 2.020 1.583 0.314  -0.11



## Q
C3H4P2 | wB97M-V/def2-TZVPD

The multiplicity is 1. The net charge is 0. As for the HOMO energy: -9.30 eV.

Each line ends with the Löwdin charge.
Atoms and positions in Å:
C -0.598 -0.743 -0.171  -0.09
C 1.493 0.852 -0.423  0.00
C 0.463 0.068 -0.311  -0.18
P -0.754 -2.877 2.606  0.06
P -0.376 -4.037 1.115  0.06
H -1.377 -0.294 0.398  0.03
H -0.606 -1.700 -0.763  0.04
H 1.595 1.605 -1.138  0.04
H 2.240 0.565 0.260  0.05



Relative stability in kJ/mol, measured from the most stable structure: P 223.3; Q 0.0



## P
C4H9NO2S | wB97M-V/def2-TZVPD

The multiplicity is 3. The net charge is 0. As for the HOMO energy (alpha / beta): -5.71 / -9.50 eV.

Each line ends with the Löwdin spin population.
Atoms and positions in Å:
C -1.384 -2.533 -0.254  0.01
C -0.727 -1.363 -0.090  0.06
C -1.043 2.067 1.028  0.00
C 2.166 -0.438 0.178  1.26
N 2.363 0.381 -0.801  0.44
O -0.560 0.820 -1.514  0.00
O -1.380 0.705 0.917  0.00
S -1.503 0.113 -0.677  0.01
H -2.376 -2.661 -0.569  0.00
H -0.923 -3.439 0.251  0.00
H -0.224 2.119 1.679  0.00
H -1.967 2.467 1.297  0.00
H -0.615 2.490 0.139  0.00
H 0.273 -1.232 0.386  0.05
H 3.030 -1.038 0.433  0.11
H 1.563 0.906 -1.147  0.02
H 3.308 0.636 -1.258  0.03



## Q
C4H9NO2S | wB97M-V/def2-TZVPD

The multiplicity is 3. The net charge is 0. As for the HOMO energy (alpha / beta): -6.47 / -9.71 eV.

Each line ends with the Löwdin spin population.
Atoms and positions in Å:
C -2.783 -0.918 0.985  0.59
C 2.153 -0.045 0.591  0.00
C 2.758 0.863 -0.481  0.00
C -1.211 -0.720 -0.847  0.02
N -1.917 -0.133 0.360  0.36
O -0.237 1.842 0.077  0.36
O 2.378 -1.217 0.646  0.00
S -1.348 1.420 0.953  0.55
H -2.993 -1.878 0.512  0.05
H -3.460 -0.481 1.681  0.05
H 1.427 0.472 1.094  0.00
H 3.455 1.659 -0.242  0.00
H 1.932 1.335 -0.801  0.00
H 3.167 0.287 -1.275  0.00
H -2.027 -0.714 -1.638  0.01
H -0.399 0.024 -1.046  0.00
H -0.896 -1.796 -0.569  0.01



Relative stability in kJ/mol, measured from the most stable structure: P 245.5; Q 0.0